A single C2H2ClF molecule, computed with the ωB97M-V functional and the def2-TZVPD basis.

Geometry as XYZ:
```
6
Properties=species:S:1:pos:R:3:mulliken_charge:R:1
C 0.14859 0.74694 -0.16049 -0.5415
C -0.09493 -0.53094 0.10506 0.4411
F -0.03205 -1.00467 1.46296 -0.2446
Cl -0.48322 -1.88421 -0.80813 -0.1221
H -0.07502 1.23742 -1.21272 0.2113
H 0.53663 1.43545 0.61333 0.2556
```

Its structure (SMILES) is C=C(F)Cl. The calculation puts the energy above the lowest of the compared OMol25 structures with the same formula, charge and spin at 46.5 kJ/mol.



2 unconnected molecules or ions with the total composition C2H2ClF3S, computed with the ωB97M-V functional and the def2-TZVPD basis.

Geometry as XYZ:
```
9
Properties=species:S:1:pos:R:3:mulliken_charge:R:1
C 0.34787 -0.49328 0.61773 -0.4745
C -0.94107 -0.05972 -0.04431 0.8369
F 0.99586 -1.52926 -0.02184 -0.1875
F -0.95315 -0.06526 -1.35894 -0.1726
F -1.84861 -0.99123 0.24561 -0.2172
S 1.88268 1.39484 -0.25912 -0.2064
Cl -1.50969 1.52748 0.50771 -0.0970
H 0.47162 -0.51848 1.75465 0.3586
H 1.55449 0.73492 -1.44149 0.1596
```

The calculation puts the energy above the lowest of the compared OMol25 structures with the same formula, charge and spin at 212.3 kJ/mol.



2 unconnected molecules or ions with the total composition C2H2ClF3S, computed with the ωB97M-V functional and the def2-TZVPD basis.

Geometry as XYZ:
```
9
Properties=species:S:1:pos:R:3:mulliken_charge:R:1
C -1.36143 -0.08646 0.43596 -0.2448
C 0.94401 0.57670 -0.28452 0.3498
F -2.13695 0.64374 -0.31955 -0.2094
F 0.61261 1.56163 -1.13250 -0.2027
F 1.43036 1.01661 0.90080 -0.1949
S 1.92293 -0.69918 -1.13361 0.0234
Cl 1.07775 -2.25068 -0.20223 -0.1435
H -1.07461 -1.03904 0.23080 0.3527
H -1.41466 0.27669 1.50487 0.2694
```

The calculation puts the energy above the lowest of the compared OMol25 structures with the same formula, charge and spin at 346.8 kJ/mol.



A single C2H2ClFO2 molecule, computed with the ωB97M-V functional and the def2-TZVPD basis.

Geometry as XYZ:
```
8
Properties=species:S:1:pos:R:3:lowdin_spin:R:1
C 0.59011 -0.38681 0.80980 0.5914
C -0.30290 0.60319 0.02553 0.1248
O 0.36628 -0.84372 1.88773 0.9006
O -1.15324 -0.25926 -0.95121 0.0997
F 0.28437 1.63220 -0.62177 0.0393
Cl 1.75017 -0.97364 -0.32704 0.2386
H -1.02744 1.12216 0.59076 0.0026
H -0.50736 -0.89411 -1.41381 0.0029
```

The calculation puts the energy above the lowest of the compared OMol25 structures with the same formula, charge and spin at 59.2 kJ/mol. Its multiplicity is 3. As for the expectation value of S²: 2.01.



A single C2H2ClFS molecule, computed with the ωB97M-V functional and the def2-TZVPD basis.

Geometry as XYZ:
```
7
Properties=species:S:1:pos:R:3:mulliken_charge:R:1
F -0.29307 -1.52104 -0.12070 -0.2192
C 0.53067 -0.43227 0.06014 0.3371
Cl 1.56938 -0.21211 -1.28078 -0.1542
C -0.46242 0.71318 0.19562 -0.2639
S -1.58651 0.92725 1.31800 -0.1834
H 1.19831 -0.61199 0.89190 0.2324
H -0.26555 1.38570 -0.65489 0.2512
```

Its structure (SMILES) is F[C@@H](Cl)C=S. The calculation puts the energy above the lowest of the compared OMol25 structures with the same formula, charge and spin at 19.1 kJ/mol.



2 unconnected molecules or ions with the total composition C2H2ClN3O, computed with the ωB97M-V functional and the def2-TZVPD basis.

Geometry as XYZ:
```
9
Properties=species:S:1:pos:R:3:mulliken_charge:R:1
C 0.85297 1.39929 0.16108 0.0383
C -0.88535 0.27771 -0.31489 0.6345
N -0.55345 1.49766 0.07553 -0.5254
N 1.24783 0.25181 -0.29420 -0.3979
N 0.17139 -0.42080 -0.59907 -0.0529
O 0.01752 -2.63897 -0.06603 -0.3491
Cl -2.44643 -0.26829 -0.38612 -0.0932
H 1.48695 2.11163 0.63965 0.4039
H 0.10856 -2.21003 0.78406 0.3420
```

The calculation puts the energy above the lowest of the compared OMol25 structures with the same formula, charge and spin at 460.0 kJ/mol.



2 unconnected molecules or ions with the total composition C2H2ClN3S, computed with the ωB97M-V functional and the def2-TZVPD basis.

Geometry as XYZ:
```
9
Properties=species:S:1:pos:R:3:mulliken_charge:R:1
C -0.44191 1.83053 0.38423 0.1862
C -0.93069 -1.89470 -0.03061 0.3112
N 0.54254 1.28367 0.00184 0.4185
N 0.26117 -1.88896 -0.05145 -0.3626
N 1.54224 0.57459 0.05402 -0.8203
S -2.46936 -2.12606 -0.03324 -0.3634
Cl -1.90271 2.35732 -0.16847 -0.0296
H 0.98287 -1.18075 0.00755 0.4430
H 2.41585 1.04436 -0.16387 0.2170
```

The calculation puts the energy above the lowest of the compared OMol25 structures with the same formula, charge and spin at 217.7 kJ/mol.



3 unconnected molecules or ions with the total composition C2H2ClNO2, computed with the ωB97M-V functional and the def2-TZVPD basis.

Geometry as XYZ:
```
8
Properties=species:S:1:pos:R:3:mulliken_charge:R:1
C -2.37998 -0.59518 0.06969 0.6030
C -1.36446 1.79973 0.35907 0.1571
N -1.49379 -1.09675 -0.56955 -0.3842
O -3.39355 -0.26094 0.54751 -0.4374
O -1.91438 2.62030 -0.18451 -0.1935
Cl 1.50596 0.66868 -0.13066 -0.2591
H 1.41304 1.50193 0.85957 0.2635
H -0.58483 -1.08263 -0.82282 0.2505
```

The calculation puts the energy above the lowest of the compared OMol25 structures with the same formula, charge and spin at 23.9 kJ/mol.



A molecular structure, C2H2ClNO2, computed with the ωB97M-V functional and the def2-TZVPD basis.

Geometry as XYZ:
```
8
Properties=species:S:1:pos:R:3:mulliken_charge:R:1
C -1.05388 -0.31708 0.23733 0.0674
C 1.11491 0.66778 -0.04114 -0.0157
N 0.06260 0.08932 -0.39641 0.4128
O -0.75295 0.32349 -1.39817 -0.5347
O -1.36330 -1.46664 0.42322 -0.5210
Cl 2.20899 0.61006 1.20778 -0.0640
H -1.48382 0.48924 0.85908 0.3233
H 1.39602 1.40315 -0.84477 0.3320
```

The calculation puts the energy above the lowest of the compared OMol25 structures with the same formula, charge and spin at 426.8 kJ/mol.



2 unconnected molecules or ions with the total composition C2H2ClNS, computed with the ωB97M-V functional and the def2-TZVPD basis.

Geometry as XYZ:
```
7
Properties=species:S:1:pos:R:3:mulliken_charge:R:1
C -1.74095 -1.50509 0.52750 -0.4182
C -2.09940 -1.25157 1.64950 0.1951
Cl -2.87362 -1.12377 3.06127 -0.1512
H -1.35447 -1.70979 -0.45554 0.3770
N 0.43888 1.25662 -0.36256 -0.3287
S -0.85259 1.78812 -1.05050 0.0470
H 0.29997 0.68344 0.38088 0.2791
```

Its structure (SMILES) is C#CCl.N=S. The calculation puts the energy above the lowest of the compared OMol25 structures with the same formula, charge and spin at 313.9 kJ/mol.



2 unconnected molecules or ions with the total composition C2H2ClP, computed with the ωB97M-V functional and the def2-TZVPD basis.

Geometry as XYZ:
```
6
Properties=species:S:1:pos:R:3:mulliken_charge:R:1
C -0.27067 -0.21929 0.56697 -0.2820
C -0.25948 1.08876 0.13847 -0.1704
P -1.21004 0.05294 -0.95886 0.2917
Cl 1.63262 -1.84209 -0.83477 -0.6891
H -0.00953 -1.19840 0.88221 0.4844
H 0.11709 2.11807 0.20599 0.3655
```

The calculation puts the energy above the lowest of the compared OMol25 structures with the same formula, charge and spin at 273.7 kJ/mol.



A single C2H2ClP molecule, computed with the ωB97M-V functional and the def2-TZVPD basis.

Geometry as XYZ:
```
6
Properties=species:S:1:pos:R:3:lowdin_spin:R:1
C 0.15772 -2.00452 -0.01325 0.6761
C -0.26608 1.43637 -0.26794 0.3707
P 0.06301 -0.28391 0.06050 0.7433
Cl 0.84274 -3.02708 1.16267 0.1683
H -1.10989 1.81399 0.01840 0.0245
H 0.31250 2.06516 -0.96038 0.0171
```

The calculation puts the energy above the lowest of the compared OMol25 structures with the same formula, charge and spin at 435.5 kJ/mol. Its multiplicity is 3. As for the expectation value of S²: 2.02.



2 unconnected molecules or ions with the total composition C2H2F2, computed with the ωB97M-V functional and the def2-TZVPD basis.

Geometry as XYZ:
```
6
Properties=species:S:1:pos:R:3:mulliken_charge:R:1
C 0.27413 0.18158 -0.00489 -0.3732
C 1.50040 0.66102 -0.02700 0.4966
F 2.37595 1.59266 -0.02254 -0.0710
F 2.89732 -1.56288 0.07762 -0.6433
H -0.21185 -0.84155 0.14221 0.3360
H -0.38627 1.11456 -0.08259 0.2550
```

The calculation puts the energy above the lowest of the compared OMol25 structures with the same formula, charge and spin at 531.0 kJ/mol.



2 unconnected molecules or ions with the total composition C2H2F2, computed with the ωB97M-V functional and the def2-TZVPD basis.

Geometry as XYZ:
```
6
Properties=species:S:1:pos:R:3:mulliken_charge:R:1
C -2.76376 0.23184 -0.36651 0.0724
C 0.09379 0.77784 0.54248 -0.2508
F -3.68827 -0.30951 0.33106 -0.0701
F 0.33862 1.55831 -0.53095 -0.2050
H -0.00270 -0.27727 0.14212 0.1917
H -0.62347 1.20746 1.10662 0.2619
```

The calculation puts the energy above the lowest of the compared OMol25 structures with the same formula, charge and spin at 602.9 kJ/mol.



A single C2H2F2 molecule, computed with the ωB97M-V functional and the def2-TZVPD basis.

Geometry as XYZ:
```
6
Properties=species:S:1:pos:R:3:mulliken_charge:R:1
C 0.61540 -0.33046 0.39742 -0.6424
C -0.54531 0.37793 -0.32998 0.4222
F -0.50916 0.72336 -1.59181 -0.1719
F -1.78731 0.54353 0.21295 -0.1889
H 0.66290 -0.84114 1.31222 0.2946
H 1.56348 -0.47322 -0.00080 0.2863
```

Its structure (SMILES) is C=C(F)F. The calculation puts the energy above the lowest of the compared OMol25 structures with the same formula, charge and spin at 154.0 kJ/mol.



A molecular structure, C2H2F2HgMgO, computed with the ωB97M-V functional and the def2-TZVPD basis.

Geometry as XYZ:
```
9
Properties=species:S:1:pos:R:3:lowdin_spin:R:1
F -1.28272 0.06760 1.91972 0.0418
C 0.87807 -0.55751 1.08235 0.4180
C 0.45532 -0.67312 -0.22816 0.2029
O -0.38286 0.26608 -0.77563 0.1049
H 0.86732 0.37629 1.65819 0.0067
H 0.73351 -1.54627 -0.83198 -0.0021
Mg -1.95137 0.95488 -0.00657 0.0018
Hg 1.90510 0.90206 -1.88801 0.0906
F 2.22941 -0.85780 1.13218 0.1354
```

Its net charge is +1. Its multiplicity is 2. As for the expectation value of S²: 0.76.



A molecular structure, C2H2F2KO2, computed with the ωB97M-V functional and the def2-TZVPD basis.

Geometry as XYZ:
```
9
Properties=species:S:1:pos:R:3:mulliken_charge:R:1
F 0.64289 0.04464 1.36802 -0.0367
H -0.38361 -1.92264 -0.66957 0.3581
O 0.36500 -0.23862 -1.50381 -0.3722
O 1.83490 0.30395 0.42675 -0.3608
C -0.34455 -0.82171 -0.69249 -0.0112
C -0.72110 -0.11929 0.58868 0.3617
F -1.06117 1.13674 0.35556 -0.1780
H -1.36399 -0.63884 1.30598 0.2636
K 1.03165 2.25577 -1.17912 0.9754
```

The calculation puts the energy above the lowest of the compared OMol25 structures with the same formula, charge and spin at 0.0 kJ/mol. Its net charge is +1.



A single C2H2F2O2 molecule, computed with the ωB97M-V functional and the def2-TZVPD basis.

Geometry as XYZ:
```
8
Properties=species:S:1:pos:R:3:mulliken_charge:R:1
O 1.32669 -1.26502 0.65184 -0.3941
C 1.03089 -0.35325 -0.00955 0.5640
F 1.92359 0.37533 -0.76777 -0.2227
C -0.45356 0.35466 -0.19801 0.1515
O -1.48743 -0.56485 -0.12367 -0.4431
F -0.62601 1.38513 0.69353 -0.2628
H -0.36337 0.86945 -1.12158 0.2465
H -1.35080 -0.80146 0.87522 0.3608
```

Its structure (SMILES) is O=C(F)[C@@H](O)F. The calculation puts the energy above the lowest of the compared OMol25 structures with the same formula, charge and spin at 44.9 kJ/mol.



2 unconnected molecules or ions with the total composition C2H2F2O2S, computed with the ωB97M-V functional and the def2-TZVPD basis.

Geometry as XYZ:
```
9
Properties=species:S:1:pos:R:3:mulliken_charge:R:1
C -0.40554 0.79179 0.85756 -0.4444
C -1.21356 1.02349 -0.12389 0.2781
O -4.32711 0.51076 -0.97669 -0.4499
O -3.15463 -1.60978 -0.29115 -0.4209
F -1.26499 1.81589 -1.06995 -0.1206
F -3.78761 -0.01002 1.49007 -0.3042
S -3.39487 -0.22078 -0.19711 0.8982
H -0.97827 0.13890 1.56951 0.2230
H 0.61673 1.02878 1.00281 0.3407
```

The calculation puts the energy above the lowest of the compared OMol25 structures with the same formula, charge and spin at 231.5 kJ/mol.



2 unconnected molecules or ions with the total composition C2H2F2S, computed with the ωB97M-V functional and the def2-TZVPD basis.

Geometry as XYZ:
```
7
Properties=species:S:1:pos:R:3:mulliken_charge:R:1
C 0.88101 1.27725 0.89839 -0.2643
C -1.28809 -1.24498 -1.49673 0.1248
F -0.03905 -1.51957 -1.53253 -0.0535
F -1.81320 -2.12991 -0.68679 -0.0740
S -0.49709 0.74704 1.56359 -0.1747
H 1.28636 2.29146 1.08919 0.2473
H 1.47006 0.57871 0.16488 0.1944
```

The calculation puts the energy above the lowest of the compared OMol25 structures with the same formula, charge and spin at 260.2 kJ/mol.



Energy in a.u., matching the order above: -637.41802 -1235.28772 -1235.23646 -787.76114 -1035.60846 -776.91304 -1099.93270 -742.82747 -742.67400 -990.37949 -878.80459 -878.65128 -276.90745 -276.88003 -277.05104 -705.52725 -1027.11362 -427.60706 -825.66193 -675.19868
F_max in eV/A, matching the order above: 2.973 4.279 4.917 8.613 1.921 4.778 1.762 4.054 6.026 4.352 3.978 7.156 2.576 4.603 7.906 5.501 3.198 3.641 4.691 2.283